15
Properties=species:S:1:pos:R:3:forces:R:3 method="wB97M-V/def2-TZVPD" homo_energy_ev=-15.18 relative_energy_kj_mol=364.04 total_charge=+1 homo_lumo_gap_ev=7.9320 energy_ev=-20008.8883
S -2.23978 -0.14291 -0.38241 0.91 0.49 -0.16
N -0.30214 1.58747 -1.11348 0.82 0.56 -1.09
N 0.63372 2.11510 -0.45078 -0.69 2.08 -2.48
N 0.68683 -0.92261 -1.50990 1.06 1.45 1.22
N 0.88440 1.53186 0.72039 0.89 -1.24 2.34
C 0.11737 -0.39066 1.94330 1.87 -1.99 3.05
C 0.20825 0.44572 0.79556 0.50 0.23 -0.31
C -0.62185 0.43192 -0.43954 -1.77 -2.18 0.25
H 0.40014 -1.43003 -2.30394 -1.40 -1.73 -0.61
H 0.59733 0.02693 2.87807 -0.94 0.26 -1.13
H 1.25349 -0.27450 -2.05062 0.61 0.70 0.74
H 0.60313 -1.40163 2.02617 0.35 0.72 -1.30
H -0.84890 -0.77729 2.12643 -1.58 0.34 0.35
H -2.67409 0.67634 -1.36394 0.04 -0.10 -0.02
H 1.30210 -1.47570 -0.87531 -0.68 0.41 -0.84